[1]
{
  "formula": "C56H116F6N12P",
  "method": "the ωB97M-V functional and the def2-TZVPD basis",
  "species": ["C", "C", "N", "C", "C", "N", "C", "C", "H", "H", "H", "H", "H", "H", "H", "H", "H", "H", "H", "C", "C", "N", "C", "C", "N", "C", "C", "H", "H", "H", "H", "H", "H", "H", "H", "H", "H", "H", "C", "C", "N", "C", "C", "N", "C", "C", "H", "H", "H", "H", "H", "H", "H", "H", "H", "H", "H", "C", "C", "N", "C", "C", "N", "C", "C", "H", "H", "H", "H", "H", "H", "H", "H", "H", "H", "H", "C", "C", "C", "N", "C", "C", "C", "C", "C", "H", "H", "H", "H", "H", "H", "H", "H", "H", "H", "H", "H", "H", "H", "H", "H", "H", "H", "C", "C", "C", "N", "C", "C", "C", "C", "C", "H", "H", "H", "H", "H", "H", "H", "H", "H", "H", "H", "H", "H", "H", "H", "H", "H", "H", "C", "C", "C", "N", "C", "C", "C", "C", "C", "H", "H", "H", "H", "H", "H", "H", "H", "H", "H", "H", "H", "H", "H", "H", "H", "H", "H", "C", "C", "C", "N", "C", "C", "C", "C", "C", "H", "H", "H", "H", "H", "H", "H", "H", "H", "H", "H", "H", "H", "H", "H", "H", "H", "H", "P", "F", "F", "F", "F", "F", "F"],
  "coordinates": [[-3.104, -2.010, -1.158], [-4.587, -2.375, -0.788], [-4.905, -2.159, 0.605], [-4.331, -2.770, 1.655], [-4.779, -2.285, 2.844], [-5.769, -1.416, 2.491], [-5.913, -1.399, 1.096], [-6.733, -0.765, 3.406], [-2.395, -2.718, -0.729], [-2.678, -1.094, -0.748], [-3.155, -2.130, -2.240], [-4.725, -3.439, -0.980], [-5.305, -1.857, -1.425], [-3.518, -3.460, 1.484], [-4.727, -2.596, 3.877], [-6.626, -0.813, 0.534], [-6.303, -0.597, 4.394], [-7.587, -1.384, 3.681], [-7.158, 0.182, 3.074], [0.252, -3.889, -1.028], [0.908, -3.335, -2.330], [1.074, -4.309, -3.349], [0.082, -4.819, -4.209], [0.654, -5.749, -5.025], [2.027, -5.740, -4.799], [2.242, -4.842, -3.779], [3.076, -6.526, -5.390], [-0.681, -4.354, -1.346], [-0.086, -3.127, -0.327], [0.922, -4.656, -0.638], [1.861, -2.856, -2.109], [0.299, -2.540, -2.761], [-0.901, -4.384, -4.108], [0.293, -6.364, -5.835], [3.205, -4.684, -3.315], [4.061, -6.162, -5.097], [3.152, -6.275, -6.448], [2.912, -7.596, -5.261], [-0.597, 9.366, 0.662], [-1.807, 8.460, 0.565], [-1.361, 7.113, 0.171], [-0.575, 6.287, 0.958], [-0.352, 5.090, 0.219], [-1.086, 5.198, -0.954], [-1.769, 6.381, -0.897], [-1.209, 4.228, -1.958], [0.069, 8.971, 1.429], [-0.710, 10.421, 0.908], [-0.098, 9.393, -0.307], [-2.538, 8.806, -0.166], [-2.249, 8.375, 1.557], [-0.266, 6.635, 1.933], [0.197, 4.204, 0.502], [-2.449, 6.849, -1.593], [-1.750, 3.356, -1.590], [-0.196, 4.042, -2.314], [-1.860, 4.694, -2.698], [-4.506, 3.910, -2.899], [-5.054, 2.933, -1.888], [-5.336, 1.670, -2.545], [-4.455, 0.859, -3.237], [-5.193, -0.224, -3.795], [-6.538, -0.124, -3.314], [-6.563, 0.963, -2.485], [-7.564, -1.038, -3.542], [-5.271, 4.167, -3.631], [-3.583, 3.586, -3.381], [-4.338, 4.905, -2.486], [-5.953, 3.311, -1.401], [-4.339, 2.727, -1.092], [-3.435, 1.133, -3.460], [-5.033, -1.079, -4.436], [-7.337, 1.088, -1.742], [-7.635, -1.651, -2.643], [-7.150, -1.691, -4.310], [-8.481, -0.580, -3.913], [-1.156, 2.873, 7.653], [-1.305, 3.314, 6.197], [-2.647, 2.865, 5.637], [-2.711, 3.009, 4.057], [-2.383, 4.441, 3.609], [-4.192, 2.674, 3.599], [-4.092, 2.081, 2.215], [-2.807, 1.312, 2.276], [-1.838, 1.963, 3.285], [-2.036, 3.235, 8.184], [-0.352, 3.384, 8.183], [-1.166, 1.784, 7.702], [-0.475, 3.148, 5.510], [-1.269, 4.397, 6.314], [-3.560, 3.286, 6.057], [-2.803, 1.812, 5.872], [-2.124, 4.405, 2.551], [-1.490, 4.851, 4.081], [-3.215, 5.112, 3.822], [-4.705, 3.635, 3.607], [-4.543, 1.874, 4.251], [-4.233, 2.840, 1.444], [-4.855, 1.354, 1.938], [-2.333, 1.525, 1.318], [-2.818, 0.232, 2.426], [-1.037, 2.448, 2.728], [-1.451, 1.251, 4.014], [9.689, -3.019, 0.730], [8.940, -1.664, 0.543], [7.401, -1.946, 0.360], [6.482, -0.744, 0.130], [6.937, 0.095, -1.096], [4.997, -1.217, -0.036], [4.131, -0.046, 0.444], [4.969, 0.922, 1.381], [6.374, 0.213, 1.357], [9.202, -3.813, 0.162], [9.715, -3.215, 1.802], [10.729, -2.947, 0.412], [9.289, -1.091, -0.316], [9.218, -1.073, 1.416], [6.862, -2.402, 1.189], [7.261, -2.608, -0.495], [7.944, 0.510, -1.061], [6.153, 0.820, -1.315], [6.807, -0.544, -1.969], [4.900, -1.585, -1.057], [4.877, -2.035, 0.674], [3.743, 0.585, -0.356], [3.294, -0.365, 1.065], [5.272, 1.877, 0.950], [4.616, 1.223, 2.367], [7.200, 0.921, 1.424], [6.508, -0.372, 2.267], [0.511, -2.512, 8.605], [0.663, -3.036, 7.157], [1.396, -2.103, 6.186], [1.531, -2.579, 4.722], [2.463, -3.780, 4.574], [2.019, -1.400, 3.822], [0.885, -0.543, 3.329], [-0.373, -1.354, 3.715], [0.152, -2.763, 3.986], [-0.145, -1.643, 8.654], [1.372, -1.903, 8.882], [0.321, -3.269, 9.366], [-0.300, -3.435, 6.835], [1.204, -3.982, 7.120], [2.419, -1.875, 6.487], [0.905, -1.131, 6.162], [3.286, -3.588, 5.263], [2.737, -4.035, 3.551], [1.904, -4.647, 4.927], [2.638, -1.908, 3.082], [2.775, -0.925, 4.448], [0.859, -0.523, 2.239], [0.962, 0.481, 3.693], [-1.065, -1.247, 2.880], [-0.891, -0.919, 4.570], [0.441, -3.331, 3.101], [-0.559, -3.436, 4.464], [4.781, -1.456, -4.063], [3.394, -0.738, -4.241], [2.744, -1.220, -5.587], [1.699, -0.274, -6.240], [2.392, 0.969, -6.864], [0.297, -0.009, -5.571], [-0.545, -1.334, -5.815], [0.076, -1.908, -7.072], [1.180, -0.950, -7.516], [4.714, -2.407, -3.535], [5.372, -0.768, -3.458], [5.368, -1.710, -4.946], [3.327, 0.344, -4.122], [2.741, -1.056, -3.429], [2.169, -2.125, -5.390], [3.565, -1.469, -6.259], [2.565, 1.616, -6.004], [1.733, 1.532, -7.525], [3.401, 0.767, -7.223], [-0.172, 0.838, -6.070], [0.367, 0.114, -4.491], [-1.595, -1.119, -6.016], [-0.391, -2.034, -4.994], [-0.601, -2.100, -7.904], [0.410, -2.943, -7.007], [0.841, -0.298, -8.320], [2.031, -1.450, -7.978], [0.186, 0.770, -1.102], [0.863, -0.363, -2.063], [1.509, 0.830, -0.158], [0.861, 1.876, -2.043], [-0.437, 1.966, -0.131], [-1.020, 0.795, -2.127], [-0.533, -0.330, -0.210]],
  "atomic_forces_ev_per_a": [[-1.05, -0.75, 0.63], [1.32, -0.37, -0.44], [-2.49, 1.09, 0.99], [2.69, -1.05, 0.63], [-1.34, -0.04, -0.72], [-2.14, 0.91, -2.47], [1.72, 0.04, 2.51], [-0.49, -0.05, 1.13], [-0.30, -0.59, -0.24], [-0.72, 0.58, -0.65], [0.82, 0.49, -0.03], [-0.04, -0.03, -0.08], [0.06, 0.25, 0.28], [-0.16, -0.10, 0.08], [0.56, -0.05, -0.13], [0.07, -0.08, 0.15], [0.61, 0.10, -0.25], [0.03, -0.49, -0.64], [0.46, -0.10, -0.53], [-0.12, -0.28, -1.59], [-0.70, 1.56, 1.54], [1.31, -2.16, -2.95], [0.37, 0.20, 0.95], [0.78, 0.32, -0.57], [-1.02, 2.56, 3.17], [-0.71, -1.28, -0.47], [0.86, -0.06, -1.55], [0.02, -0.44, 0.08], [0.76, 0.18, 0.02], [-0.26, 0.13, 0.48], [0.10, -0.21, -0.09], [-0.10, 0.06, 0.16], [-0.10, -0.57, -0.23], [-0.40, 0.10, 0.16], [-0.06, 0.04, -0.07], [-0.18, -0.36, 0.87], [-0.58, -0.38, -0.27], [0.19, 0.18, 0.15], [0.86, 0.09, -0.43], [-0.12, 0.82, 0.41], [-0.56, -2.77, -0.26], [0.37, -1.43, -1.94], [-0.79, 2.36, 1.43], [-0.90, 3.00, 3.21], [1.60, 1.01, 0.57], [-0.55, -0.38, -1.36], [0.25, 0.00, -0.15], [-0.88, -0.18, 0.15], [0.28, -0.19, 0.05], [-0.02, -0.09, 0.11], [-0.38, -0.08, -0.18], [0.35, -0.21, -0.18], [0.01, 0.11, -0.30], [0.14, -0.51, -0.46], [0.52, -0.19, -0.01], [-0.42, -0.54, -0.35], [0.49, -0.23, -0.45], [-0.44, 1.01, -0.34], [0.58, 0.34, 0.47], [-2.82, -3.87, 0.13], [-1.82, -1.49, -1.93], [-1.10, 1.76, 1.74], [4.72, 4.53, 1.82], [1.90, -0.06, -1.31], [-0.62, -2.08, -0.61], [0.06, -0.50, -0.37], [-0.25, -0.14, -0.04], [0.26, -0.17, 0.55], [-0.13, -0.13, -0.27], [0.18, 0.02, 0.05], [-0.10, 0.06, 0.16], [0.67, 0.35, -0.13], [-0.24, 0.72, -0.41], [-0.83, -0.04, -0.09], [-0.57, -0.20, -0.16], [0.01, -0.10, 0.34], [-0.59, -0.23, -0.28], [-0.36, 1.68, 0.57], [0.41, -0.48, -1.11], [-0.67, -0.10, 0.12], [0.26, -0.61, -0.02], [0.91, 0.34, 0.06], [-0.82, -0.29, 0.34], [2.32, 0.63, -1.38], [-1.22, 0.53, 0.60], [-0.22, -0.18, 0.04], [0.35, -0.52, -0.31], [0.43, 0.01, 0.49], [0.11, -0.78, 0.10], [-0.36, 0.30, -0.45], [0.30, 0.84, -0.13], [0.23, -0.39, -0.50], [-0.50, 0.01, -0.10], [-0.10, -0.45, 0.40], [0.01, -0.20, -0.03], [-0.43, -0.48, 0.57], [-0.19, 0.60, 0.48], [0.87, 0.13, -0.09], [-0.54, 0.13, 0.65], [0.23, -0.81, -0.22], [-0.64, 0.09, 0.01], [0.04, 0.21, 0.53], [0.05, 0.24, -0.05], [-0.28, 0.81, -0.08], [-0.63, -0.50, 0.05], [0.28, 0.65, 0.48], [-0.16, 1.98, -0.05], [-1.64, -1.07, -0.25], [1.42, 0.89, 0.86], [-0.16, 1.64, 0.57], [2.56, -0.89, -1.85], [0.05, -0.54, 1.31], [0.13, -0.16, 0.18], [-0.15, -0.47, -0.16], [-0.13, 0.09, -0.11], [0.06, -0.28, -0.19], [-0.60, 0.25, 0.06], [0.78, -0.38, 0.36], [0.04, 0.13, -0.19], [-0.29, -0.13, 0.50], [0.28, 0.57, 0.63], [0.68, -0.43, 0.15], [-0.28, 0.23, 0.08], [0.21, -0.16, -0.20], [-0.10, -0.47, -0.07], [-0.12, -0.37, -0.50], [-1.03, 0.15, -0.63], [-0.12, -0.87, 0.06], [0.05, -0.11, -0.68], [-0.05, -0.57, -0.21], [0.94, 1.50, -0.76], [0.34, -1.30, 0.10], [-0.58, 0.23, -0.12], [-1.76, 0.83, -1.62], [-1.23, 0.00, 1.10], [2.27, -1.05, 1.46], [-0.25, -0.60, -0.24], [0.19, 0.56, 0.09], [0.39, -0.67, 0.37], [-1.15, -0.59, -0.09], [0.88, -0.80, 0.23], [-0.13, 0.15, -0.31], [-0.40, 0.78, -0.53], [0.52, -0.04, 0.60], [0.05, -0.34, 0.23], [-0.16, 0.07, -0.32], [0.21, -0.20, -0.41], [0.08, 0.71, 0.01], [0.11, 0.02, 0.28], [-0.46, 0.17, -0.47], [-0.19, 0.53, -0.02], [0.49, 0.26, -0.02], [-0.25, -0.15, 0.13], [-0.14, -0.68, 0.02], [0.12, -0.29, 0.29], [0.00, 0.43, -0.40], [0.30, 0.24, 0.70], [-0.38, 1.01, 0.47], [-0.76, -1.28, -0.78], [-0.93, 0.64, 1.41], [-0.37, 0.63, -3.05], [-0.08, 0.78, 2.79], [0.28, -1.61, 0.74], [1.14, 0.93, -0.52], [0.27, -1.05, -1.52], [0.48, -1.89, -0.24], [-0.34, 0.04, 0.22], [0.28, -0.28, -0.05], [-0.28, 0.52, -0.34], [0.88, 0.10, -0.40], [-0.04, -0.16, 0.06], [0.10, -0.18, -0.11], [-0.52, 0.45, -0.61], [0.05, 0.28, -0.02], [0.12, -0.57, -0.19], [-0.46, -0.55, -0.50], [0.44, 0.02, 0.00], [0.45, 0.58, -0.15], [0.05, 0.11, 0.53], [-0.35, 0.21, 0.18], [-0.43, 0.79, 0.00], [0.58, 0.03, 0.81], [-0.12, 0.74, 0.75], [0.02, -0.19, 0.11], [2.15, 1.56, -0.43], [0.21, -0.59, 0.68], [-0.71, -0.78, -0.03], [0.48, 0.81, -0.02], [-0.47, -0.59, -0.52], [-2.04, 0.02, 0.01], [-0.05, -0.50, 0.50]],
  "lowdin_charge": [-0.036, -0.129, -0.051, -0.028, 0.012, -0.073, 0.051, 0.019, 0.049, 0.057, 0.078, 0.145, 0.102, 0.147, 0.156, 0.160, 0.102, 0.119, 0.103, -0.030, -0.201, -0.057, 0.004, 0.034, -0.070, 0.018, 0.024, 0.070, 0.057, 0.089, 0.114, 0.099, 0.134, 0.157, 0.162, 0.111, 0.116, 0.128, -0.046, -0.149, -0.049, 0.011, 0.016, -0.095, 0.031, -0.024, 0.078, 0.108, 0.095, 0.137, 0.132, 0.137, 0.119, 0.170, 0.079, 0.116, 0.092, -0.057, -0.175, -0.041, 0.005, 0.040, -0.120, 0.054, 0.007, 0.108, 0.067, 0.084, 0.141, 0.106, 0.123, 0.133, 0.166, 0.111, 0.116, 0.138, -0.067, -0.250, -0.093, -0.189, 0.032, -0.056, -0.167, -0.157, -0.058, 0.096, 0.100, 0.073, 0.109, 0.115, 0.147, 0.124, 0.079, 0.101, 0.118, 0.138, 0.134, 0.110, 0.099, 0.093, 0.100, 0.122, 0.102, -0.064, -0.190, -0.113, -0.230, 0.049, -0.069, -0.148, -0.100, -0.083, 0.075, 0.086, 0.094, 0.102, 0.113, 0.123, 0.131, 0.118, 0.104, 0.080, 0.111, 0.120, 0.095, 0.079, 0.108, 0.113, 0.139, 0.128, -0.059, -0.215, -0.105, -0.220, 0.045, -0.105, -0.140, -0.155, -0.066, 0.073, 0.080, 0.102, 0.106, 0.110, 0.142, 0.127, 0.123, 0.106, 0.113, 0.113, 0.138, 0.098, 0.119, 0.094, 0.107, 0.128, 0.132, -0.064, -0.176, -0.079, -0.199, 0.043, -0.023, -0.127, -0.165, -0.117, 0.058, 0.047, 0.091, 0.110, 0.062, 0.112, 0.132, 0.095, 0.116, 0.124, 0.139, 0.098, 0.118, 0.073, 0.132, 0.106, 0.145, 0.143, 0.152, -0.175, -0.159, -0.149, -0.195, -0.147, -0.142],
  "charge": 7,
  "homo_lumo_gap_ev": 9.35
}

=====

[2]
{
  "formula": "C3H6AgFNO5S",
  "method": "the ωB97M-V functional and the def2-TZVPD basis",
  "species": ["O", "C", "O", "N", "C", "C", "O", "S", "O", "O", "F", "H", "H", "H", "H", "H", "H", "Ag"],
  "coordinates": [[1.712, -1.845, 0.835], [0.642, -1.535, 0.474], [-0.527, -2.049, 0.808], [0.504, -0.490, -0.541], [-0.810, -0.185, -1.051], [-1.969, 0.351, -0.040], [-1.589, 1.166, 0.954], [1.553, 0.759, -0.262], [1.833, 0.956, 1.099], [2.632, 0.597, -1.156], [0.768, 1.976, -0.737], [-0.512, -2.282, 1.753], [-1.195, -1.078, -1.524], [-0.740, 0.574, -1.821], [-2.703, 0.880, -0.635], [-2.453, -0.573, 0.343], [-0.897, 0.799, 1.538], [3.749, 1.979, -0.036]],
  "atomic_forces_ev_per_a": [[0.88, 0.10, 0.54], [0.47, -0.91, -0.55], [-0.69, 0.86, 0.22], [-2.31, 1.01, 0.68], [1.22, -0.65, -0.87], [-1.28, 0.41, 0.33], [0.60, 0.21, -0.30], [-0.65, -1.20, -0.69], [-0.61, 0.03, 1.54], [0.12, -1.01, -1.73], [-0.74, 0.05, -0.29], [0.10, -0.72, -0.12], [-0.37, -0.29, 0.23], [-0.05, 0.41, 0.03], [-0.04, 0.16, -0.23], [0.61, -0.37, 0.05], [-0.27, -0.13, 0.30], [2.98, 2.03, 0.85]],
  "lowdin_charge": [0.245, -0.551, 0.185, -0.045, -0.029, -0.100, 0.204, 0.587, -0.191, -0.228, -0.046, 0.187, 0.166, 0.153, 0.161, 0.193, 0.157, 0.951],
  "charge": 2,
  "s_squared": 0.76,
  "homo_lumo_gap_ev": [11.14, 6.09],
  "spin_multiplicity": 2
}

=====

Number 1: E -103355.9037 eV, largest force on an atom 6.79 eV/Å. Number 2: E -32464.8875 eV, largest force on an atom 3.70 eV/Å.